Formula: C21H38AuNO6S2Si4Te
Source: OMol25
Level of theory: ωB97M-V/def2-TZVPD

Geometry as ORCA input:
```
! wB97M-V def2-TZVPD RIJCOSX def2/J DEFGRID3
* xyz 0 1
Au 1.59 0.85 1.13
O 2.78 2.79 2.08
S 3.82 2.65 1.08
O 5.14 3.04 1.48
O 3.75 1.23 0.56
C 3.47 3.63 -0.41
C 4.67 3.87 -1.11
C 4.69 4.50 -2.33
C 3.49 4.93 -2.89
C 2.31 4.71 -2.22
C 2.27 4.06 -0.98
S 0.52 3.91 -0.46
O -0.04 5.21 -0.71
O 0.05 2.88 -1.42
O 0.43 3.45 0.91
H 5.59 3.55 -0.65
H 5.63 4.68 -2.83
H 3.48 5.45 -3.84
H 1.38 5.07 -2.63
C -2.92 0.76 3.54
Si -1.60 -0.57 3.50
C -2.14 -2.05 4.52
C 0.01 0.12 4.16
Si -1.46 -1.46 1.32
Te -0.64 0.62 0.01
Si -0.01 -3.29 1.10
C 1.43 -3.06 2.27
C -0.97 -4.84 1.53
C 0.65 -3.42 -0.65
Si -3.52 -1.89 0.30
C -4.51 -3.16 1.26
C -3.14 -2.55 -1.42
C -4.52 -0.32 0.14
H -3.01 1.15 4.55
H -3.89 0.37 3.23
H -2.67 1.60 2.89
H -2.41 -1.72 5.53
H -1.34 -2.78 4.62
H -3.00 -2.55 4.09
H -0.17 0.56 5.14
H 0.41 0.92 3.53
H 0.77 -0.65 4.26
H 1.11 -3.07 3.32
H 1.94 -2.11 2.09
H 2.16 -3.86 2.14
H -1.49 -4.75 2.48
H -0.28 -5.69 1.60
H -1.71 -5.07 0.76
H 1.21 -2.53 -0.92
H -0.15 -3.54 -1.39
H 1.32 -4.28 -0.73
H -3.91 -4.04 1.51
H -5.37 -3.50 0.67
H -4.89 -2.74 2.19
H -2.64 -3.52 -1.37
H -2.48 -1.88 -1.98
H -4.06 -2.68 -1.99
H -4.86 0.04 1.11
H -5.41 -0.52 -0.48
H -3.98 0.50 -0.34
C 2.12 1.47 -5.42
C 1.44 0.90 -4.22
C 2.18 0.39 -3.15
C 1.54 -0.01 -2.01
N 0.19 0.05 -1.88
C -0.53 0.51 -2.92
C 0.06 0.91 -4.10
H 3.11 1.03 -5.57
H 2.26 2.54 -5.28
H 1.52 1.32 -6.32
H 3.26 0.36 -3.17
H 2.10 -0.37 -1.15
H -1.60 0.59 -2.78
H -0.57 1.29 -4.89
*
```

ΔE to the lowest compared entry with this formula, charge and spin = 11.17 kcal/mol
Orbital gap = 7.18 eV
LUMO = -1.5 eV

Formula: C31H24CuN2O5PS
Source: OMol25
Level of theory: ωB97M-V/def2-TZVPD

Geometry as ORCA input:
```
! wB97M-V def2-TZVPD RIJCOSX def2/J DEFGRID3
* xyz 1 2
Cu -0.65 1.60 0.79
O 4.28 -3.55 0.92
C 4.81 -2.32 0.85
O 5.99 -2.14 0.77
C 3.82 -1.19 0.89
C 2.67 -1.24 1.69
C 1.77 -0.19 1.68
C 2.02 0.93 0.89
C 3.18 0.99 0.12
C 4.07 -0.06 0.12
N 1.09 1.96 0.89
C 1.43 3.18 0.98
C 0.40 4.20 0.91
C 0.63 5.54 0.63
C -0.47 6.37 0.42
C -1.75 5.84 0.57
C -1.89 4.51 0.92
N -0.84 3.72 1.07
H 3.31 -3.54 0.97
H 2.50 -2.08 2.35
H 0.90 -0.19 2.32
H 3.38 1.86 -0.49
H 4.97 -0.04 -0.48
H 2.47 3.49 1.10
H 1.63 5.91 0.54
H -0.33 7.40 0.14
H -2.62 6.45 0.41
H -2.86 4.04 1.07
O -1.97 0.72 1.96
S -2.95 1.12 0.93
O -4.03 1.92 1.40
O -2.21 1.73 -0.20
C -3.52 -0.38 0.17
C -4.85 -0.72 0.02
C -5.17 -1.82 -0.75
C -4.17 -2.56 -1.37
C -2.84 -2.22 -1.21
C -2.51 -1.11 -0.43
P -0.75 -0.70 -0.15
C -0.03 -0.48 -1.79
C 1.34 -0.67 -2.00
C 1.92 -0.21 -3.17
C 1.16 0.45 -4.12
C -0.21 0.63 -3.91
C -0.80 0.17 -2.75
C -0.22 -2.27 0.59
C -0.62 -2.45 1.91
C -0.27 -3.60 2.59
C 0.49 -4.57 1.96
C 0.88 -4.40 0.64
C 0.53 -3.25 -0.05
H -5.60 -0.11 0.50
H -6.21 -2.10 -0.88
H -4.43 -3.41 -1.99
H -2.06 -2.79 -1.69
H 1.93 -1.16 -1.25
H 2.98 -0.35 -3.33
H 1.63 0.84 -5.00
H -0.79 1.15 -4.66
H -1.85 0.33 -2.57
H -1.20 -1.67 2.39
H -0.58 -3.73 3.62
H 0.80 -5.45 2.50
H 1.46 -5.17 0.14
H 0.82 -3.14 -1.09
*
```

Orbital gap (alpha / beta) = 7.09 / 7.15 eV
LUMO (alpha / beta) = -4.3 / -4.6 eV

Formula: C6H14O
Source: OMol25
Level of theory: ωB97M-V/def2-TZVPD

Geometry as ORCA input:
```
! wB97M-V def2-TZVPD RIJCOSX def2/J DEFGRID3
* xyz 0 1
C -1.86 -0.26 0.03
C -1.77 1.21 0.39
C -0.32 1.41 0.75
C 0.43 0.76 -0.41
C -0.65 -0.49 -0.88
H -2.82 -0.52 -0.45
H -1.79 -0.88 0.93
H -1.97 1.80 -0.52
H -2.47 1.51 1.17
H -0.07 0.87 1.68
H -0.03 2.45 0.90
H 0.45 1.38 -1.30
H 1.48 0.69 -0.11
H -0.46 -1.58 -0.93
H -0.89 -0.25 -1.92
C 2.63 -1.36 -0.89
O 1.79 -1.35 0.24
H 2.12 -1.12 -1.84
H 3.05 -2.36 -0.96
H 3.44 -0.63 -0.76
H 0.90 -1.18 -0.10
*
```

ΔE to the lowest compared entry with this formula, charge and spin = 44.34 kcal/mol
SMILES = C1CCCC1.CO
Orbital gap = 10.73 eV
LUMO = 1.1 eV

Formula: C28H28BrF9IN3O4S2Ti
Source: OMol25
Level of theory: ωB97M-V/def2-TZVPD

Geometry as ORCA input:
```
! wB97M-V def2-TZVPD RIJCOSX def2/J DEFGRID3
* xyz 0 3
Ti 1.81 0.32 -0.84
C -2.12 0.21 -4.32
C -1.12 1.12 -3.54
C -0.93 2.36 -4.40
O -1.56 1.38 -2.22
C 0.31 0.47 -3.50
O 0.98 0.24 -4.50
O 0.77 0.18 -2.31
H -3.05 0.73 -4.60
H -2.37 -0.67 -3.70
H -1.66 -0.16 -5.26
H -1.54 3.20 -4.11
H -1.22 2.07 -5.44
H 0.11 2.71 -4.43
H -2.54 1.31 -2.17
C 3.19 -4.97 2.05
N 2.80 -3.63 1.67
C 2.94 -3.09 0.45
N 3.03 -3.92 -0.60
S 3.14 -1.33 0.27
H 3.79 -4.98 2.99
H 3.84 -5.44 1.27
H 2.31 -5.62 2.16
H 2.58 -2.99 2.43
H 2.68 -4.88 -0.50
H 3.04 -3.51 -1.52
N 0.38 0.76 0.34
S 0.23 1.01 2.00
C -1.15 0.28 2.89
C -1.46 0.79 4.16
C -2.36 0.12 5.00
C -3.06 -0.99 4.53
C -2.73 -1.54 3.29
C -1.76 -0.88 2.50
C -0.49 2.66 1.99
C -1.84 2.93 1.62
C -2.41 4.16 1.93
C -1.60 5.19 2.37
C -0.25 4.96 2.59
C 0.34 3.71 2.41
H -0.36 1.31 -0.13
H -0.97 1.71 4.50
H -2.57 0.56 5.96
H -3.92 -1.36 5.08
H -3.18 -2.45 2.90
H -1.42 -1.34 1.59
H -2.47 2.21 1.08
H -3.48 4.29 1.69
H -2.06 6.19 2.53
H 0.37 5.77 2.90
H 1.36 3.50 2.66
F 3.44 3.77 -3.36
C 4.29 3.08 -2.48
F 4.56 1.84 -3.01
F 5.47 3.78 -2.47
C 3.63 2.92 -1.07
O 2.75 1.84 -1.11
C 2.85 4.14 -0.71
F 2.44 4.22 0.62
F 3.63 5.32 -0.90
F 1.74 4.25 -1.49
C 4.74 2.75 0.00
F 5.30 3.95 0.42
F 4.20 2.14 1.13
F 5.72 1.97 -0.51
Br -0.24 -6.60 -1.19
C -1.93 -5.69 -0.73
C -3.10 -6.45 -0.63
C -4.38 -5.86 -0.73
C -4.50 -4.47 -0.82
C -3.35 -3.66 -0.80
C -2.09 -4.27 -0.68
I -0.37 -3.09 -0.51
H -3.00 -7.49 -0.30
H -5.26 -6.49 -0.71
H -5.49 -4.03 -0.92
H -3.40 -2.55 -0.74
*
```

ΔE to the lowest compared entry with this formula, charge and spin = 33.36 kcal/mol
Orbital gap (alpha / beta) = 4.42 / 8.64 eV
LUMO (alpha / beta) = -0.1 / -0.1 eV

Formula: C8H36BO8
Source: OMol25
Level of theory: ωB97M-V/def2-TZVPD

Geometry as ORCA input:
```
! wB97M-V def2-TZVPD RIJCOSX def2/J DEFGRID3
* xyz -1 1
B 0.32 -0.25 0.14
H 0.58 -1.17 -0.57
H 0.60 -0.46 1.28
H 0.95 0.71 -0.22
H -0.85 0.04 0.17
C -2.00 -0.09 -2.84
O -0.67 -0.53 -2.90
H -2.52 -0.39 -1.92
H -2.09 0.99 -2.96
H -2.55 -0.56 -3.66
H -0.23 -0.32 -2.07
C 0.12 3.22 -1.72
O -0.76 2.56 -0.83
H 0.68 2.50 -2.31
H -0.47 3.89 -2.34
H 0.84 3.84 -1.17
H -0.29 1.85 -0.37
C 3.82 0.95 1.23
O 2.56 1.35 1.70
H 4.01 -0.13 1.36
H 3.93 1.17 0.16
H 4.61 1.45 1.79
H 1.90 1.02 1.07
C 2.09 -3.59 0.68
O 1.54 -2.85 1.73
H 1.47 -3.59 -0.23
H 3.09 -3.27 0.37
H 2.17 -4.64 0.95
H 1.02 -2.13 1.34
C -2.37 -2.58 1.18
O -1.80 -2.47 -0.11
H -1.65 -2.99 1.90
H -2.77 -1.64 1.57
H -3.21 -3.28 1.11
H -1.15 -1.75 -0.09
C -0.56 1.43 3.30
O -1.45 0.49 2.77
H 0.37 0.99 3.67
H -0.28 2.22 2.59
H -1.01 1.96 4.15
H -1.10 0.20 1.91
C 3.37 -1.29 -2.07
O 2.57 -0.12 -2.18
H 3.81 -1.32 -1.07
H 2.79 -2.19 -2.29
H 4.17 -1.22 -2.81
H 1.83 -0.21 -1.57
C -3.89 2.00 0.11
O -5.12 1.80 -0.60
H -3.10 1.62 -0.54
H -3.67 3.06 0.23
H -3.85 1.43 1.04
H -5.80 2.25 -0.10
*
```

ΔE to the lowest compared entry with this formula, charge and spin = 0.00 kcal/mol
Orbital gap = 10.00 eV
LUMO = 3.1 eV